ORCA calculation (ωB97M-V/def2-TZVPD) on a 2-piece molecular cluster, C35H43IN3O11 overall at a distorted geometry.

```
! RIJCOSX wB97M-V def2-TZVPD def2/J DEFGRID3
* xyz -1 1
C -0.0076 -4.0872 4.4351
C 0.4503 -4.0092 3.0861
C 0.6870 -3.7875 1.4450
C 0.0823 -2.3022 0.9690
C 0.9714 -1.2943 1.9057
C 1.0975 0.2445 1.3591
N 2.4391 0.9039 1.5915
C 0.3677 -2.3711 -0.6595
C 1.6274 -3.0513 -1.4566
C 2.4598 -2.0417 -2.4432
C 3.2585 -0.8257 -1.6666
O 3.5319 -2.8807 -3.0753
C 4.1999 -2.1440 -4.1592
C 5.7813 -1.9282 -3.6593
C 6.4436 -2.7828 -2.3857
C 7.9761 -2.5736 -1.8300
C 8.9680 -1.4670 -2.5429
C 8.3655 -0.6008 -3.8189
C 6.8044 -0.8214 -4.3576
N -0.7128 -1.7654 -1.3139
N -0.7590 -1.7060 -2.7260
C -0.7510 -0.3996 -3.1542
O -0.9523 0.8253 -3.6851
C -1.8598 -1.2080 -0.4443
O -1.7793 0.2452 -0.0778
C -3.3539 -1.2715 -1.1217
O -4.0897 -0.0294 -0.7954
C -4.3097 0.8081 -1.9855
C -4.3735 2.3812 -1.4208
O -3.3027 3.2349 -1.9573
C -2.1292 3.2894 -1.0719
C -1.5266 4.7928 -0.8075
O -1.4735 5.6591 -1.9969
C -0.0792 5.5569 -2.5394
C -0.1956 6.1445 -4.0997
C -1.5654 -2.1282 0.9209
C -2.5213 -3.4271 1.2111
C -3.8674 -2.9611 2.0878
O -5.0707 -2.7426 1.5497
I -3.4971 -2.7802 4.2816
H -0.5559 -4.5124 5.4043
H 0.1628 -4.6102 0.7986
H 1.8745 -3.7800 1.3227
H 2.0840 -1.7123 1.9909
H 0.5589 -1.2224 3.0195
H 0.3049 0.8842 1.9821
H 0.8072 0.3994 0.2319
H 2.6103 1.1398 2.5935
H 3.2319 0.3857 1.1537
H 1.1576 -3.8930 -2.1608
H 2.4093 -3.6017 -0.7823
H 1.8156 -1.5343 -3.2852
H 3.7087 -0.0153 -2.4164
H 4.1287 -1.3131 -1.0542
H 2.4636 -0.2586 -1.0221
H 4.2840 -2.9083 -5.0724
H 3.6801 -1.1433 -4.4736
H 5.7439 -3.5611 -1.8538
H 8.3540 -3.2260 -0.9318
H 10.0677 -1.3685 -2.1305
H 9.1115 0.1799 -4.3107
H 6.4644 -0.1512 -5.2570
H -2.1117 0.3881 0.8564
H -3.3388 -1.3294 -2.3139
H -4.0230 -2.1641 -0.7695
H -5.3549 0.6085 -2.4823
H -3.4162 0.8030 -2.7586
H -5.3962 2.8508 -1.7928
H -4.4420 2.3770 -0.2382
H -2.3194 2.8162 0.0053
H -1.2303 2.6499 -1.5265
H -2.0605 5.3003 0.1277
H -0.3947 4.6392 -0.4611
H 0.6911 6.1972 -1.9039
H 0.3167 4.4506 -2.5226
H 0.5399 7.0401 -4.2767
H -0.0730 5.2572 -4.8612
H -1.2952 6.5784 -4.2512
H -1.7406 -1.4837 1.9099
H -2.9135 -3.8334 0.1828
H -2.0286 -4.2834 1.8375
C -4.5513 1.4846 5.1906
C -3.2379 1.7043 5.3731
C -2.8803 2.0796 6.8080
O -1.7277 2.2540 7.2160
C -3.9867 2.2551 7.7855
C -5.3023 2.0480 7.5994
C -5.6473 1.5687 6.1920
O -6.7818 1.2483 5.8239
O -6.2464 2.1981 8.4347
O -2.3041 1.6308 4.5164
H -4.9012 1.2015 4.2041
H -3.6444 2.5891 8.7582
*
```

The strongest force on any atom is 11.130 eV Å⁻¹. The calculation puts the gap between HOMO and LUMO at 1.5334 eV. The calculation puts the lowest unoccupied orbital energy at -0.0440 Ha.